Record 1
Below is C3H5N2 as an isolated structure, with properties calculated with ωB97M-V/def2-TZVPD.

Last column: Mulliken charge in e.
Positions of all 10 atoms, in Å:
C1 -1.563289 0.304157 0.452349  -0.034
C2 0.342968 -0.041366 -0.827035  -0.436
C3 0.861098 -0.070829 0.541358  -0.059
N1 -1.012277 0.353181 -0.686909  0.057
N2 -0.007960 0.062378 1.437775  -0.143
H1 0.927429 0.452464 -1.617485  0.387
H2 0.396911 -1.131337 -1.109224  0.278
H3 1.807468 -0.386262 0.906384  0.442
H4 -1.559155 0.599183 -1.500402  0.233
H5 -0.193192 -0.141568 2.403188  0.275

Atoms 1-6, force components in eV/Å:
C 0.27 0.39 2.75
C 1.88 -1.16 -1.32
C 0.49 -0.53 1.93
N 0.24 0.00 -0.41
N -4.44 0.54 -3.21
H -0.21 0.25 0.51

Properties
Net charge: +1
LUMO level: -4.9 eV
Relative energy (zero: lowest compared OMol25 entry of this formula, charge and spin): 89.6 kcal per mole
HOMO energy: -15.2 eV



Record 2
Below is C21H41ClO8P2S2 in the gas phase, with properties calculated with ωB97M-V/def2-TZVPD.

Last column: Mulliken charge in e.
Positions of all 75 atoms, in Å:
C1 -3.986900 -3.550238 -1.272936  -1.103
C2 -3.577333 -4.827076 -2.030976  -0.464
C3 -3.140835 -4.601187 -3.493475  -0.769
C4 -1.744020 -5.167072 -3.786268  -1.080
C5 -0.646126 -4.275003 -3.182453  0.307
C6 -0.097686 -3.240718 -4.168709  -0.773
C7 1.101183 -2.445076 -3.643384  -0.974
C8 0.710200 -1.369691 -2.617527  -0.593
C9 0.798990 -1.850669 -1.168807  -0.640
C10 0.076147 -0.931281 -0.183054  -0.537
C11 0.670061 0.476244 -0.101699  -1.085
O1 2.118130 0.444460 -0.083813  -0.530
S1 2.743158 -0.424804 1.159105  0.990
O2 4.104366 -0.667026 0.755272  -0.735
O3 2.888901 0.808953 2.220977  -0.558
C12 1.774698 1.115705 3.089004  1.887
C13 2.097241 2.540597 3.586036  -1.428
C14 0.997658 3.193963 4.456065  -0.698
C15 1.598154 3.709191 5.742833  0.281
O4 2.396368 4.588418 5.785494  -0.537
O5 1.188332 3.116467 6.881535  -0.522
P1 1.833758 0.121865 4.696222  0.118
O6 3.452829 0.180187 4.841529  -0.511
Cl1 1.565162 -1.803728 4.000105  -0.266
C16 0.388380 0.915503 2.456704  -3.349
C17 0.147785 1.420525 1.009788  3.148
C18 0.731849 2.824679 0.747849  -1.751
C19 0.285877 3.566128 -0.508400  -0.633
C20 1.134173 4.824677 -0.730292  -0.518
C21 0.519500 5.758890 -1.774643  -1.354
P2 -1.697092 1.578034 0.931546  0.445
O7 -2.218136 0.158122 1.505135  -0.509
O8 -2.078361 1.577484 -0.634942  -0.478
S2 -2.397996 3.046280 1.948277  -0.419
H1 -5.066782 -3.400785 -1.291897  0.419
H2 -3.671429 -3.593154 -0.229240  0.270
H3 -3.524834 -2.670135 -1.727798  0.185
H4 -4.407738 -5.533394 -1.999801  0.430
H5 -2.754111 -5.296908 -1.487690  0.319
H6 -3.873063 -5.015234 -4.187574  0.445
H7 -3.099351 -3.521029 -3.671631  0.317
H8 -1.672879 -6.161005 -3.339383  0.392
H9 -1.608898 -5.260025 -4.865642  0.393
H10 -1.104186 -3.726112 -2.353400  -0.354
H11 0.175582 -4.874724 -2.785168  0.499
H12 0.150992 -3.727153 -5.114430  0.412
H13 -0.896614 -2.517535 -4.367265  0.253
H14 1.835608 -3.111900 -3.181350  0.393
H15 1.605534 -1.975439 -4.490527  0.351
H16 1.391939 -0.520214 -2.721127  0.360
H17 -0.295739 -0.999022 -2.844587  0.253
H18 0.363990 -2.846038 -1.060617  0.460
H19 1.856910 -1.948894 -0.915828  0.455
H20 -0.943675 -0.827509 -0.565977  0.108
H21 -0.006595 -1.410119 0.794419  0.346
H22 0.442371 0.973154 -1.043083  0.644
H23 3.020048 2.471283 4.164300  0.944
H24 2.351770 3.154932 2.730003  0.320
H25 0.181490 2.510024 4.674557  0.616
H26 0.595915 4.069193 3.945349  0.295
H27 0.692647 2.313380 6.671354  0.381
H28 3.689686 0.023593 5.766493  0.342
H29 -0.326674 1.437912 3.095991  0.983
H30 0.100603 -0.135310 2.501330  0.268
H31 0.485309 3.458496 1.601956  0.388
H32 1.819203 2.734973 0.710151  0.515
H33 -0.759630 3.872090 -0.431128  0.437
H34 0.388259 2.948376 -1.403616  0.303
H35 1.246303 5.350263 0.221102  0.311
H36 2.127275 4.514547 -1.065067  0.409
H37 -0.056297 5.196739 -2.512253  0.344
H38 -0.153100 6.485034 -1.316372  0.315
H39 1.279754 6.323084 -2.315772  0.385
H40 -2.701486 -0.404899 0.891498  0.363
H41 -2.616519 0.826660 -0.912379  0.369

Atoms 1-6, force components in eV/Å:
C 0.02 -0.11 -0.12
C 0.05 0.15 0.08
C 0.15 0.12 0.10
C -0.14 0.15 0.26
C -0.19 0.13 -0.25
C -0.04 0.04 0.29

Properties
LUMO level: -0.3 eV
HOMO energy: -9.4 eV



Record 3
Below is C4H7NO as an isolated structure, with properties calculated with ωB97M-V/def2-TZVPD.

Last column: Mulliken charge in e.
Positions of all 13 atoms, in Å:
O1 2.402036 0.369706 -0.376262  -0.602
C1 1.116449 0.300491 -0.327893  0.434
C2 0.610779 -1.026103 -0.217482  -0.690
C3 -0.799714 -0.839062 0.369878  -0.404
C4 -1.106147 0.673073 0.119745  -0.505
N1 0.217270 1.269280 -0.149072  -0.172
H1 0.669128 -1.609338 -1.140004  0.206
H2 2.158812 -0.811391 -0.009256  0.427
H3 -1.561299 -1.467367 -0.105831  0.288
H4 -0.841264 -1.054954 1.445535  0.235
H5 -1.770094 0.825635 -0.741001  0.239
H6 -1.560742 1.168530 0.984812  0.289
H7 0.464784 2.201506 0.146830  0.255

Atoms 1-6, force components in eV/Å:
O -0.09 -0.33 0.07
C -0.31 -0.14 0.15
C -0.40 0.06 -0.12
C -0.13 -0.01 0.04
C -0.13 -0.01 0.02
N 0.20 -0.03 0.03

Properties
LUMO level: 0.9 eV
Relative energy (zero: lowest compared OMol25 entry of this formula, charge and spin): 75.8 kcal per mole
HOMO energy: -8.1 eV



Record 4
Below is a 2-piece molecular cluster, CH3BrOS overall, with properties calculated with ωB97M-V/def2-TZVPD.

Last column: Mulliken charge in e.
Positions of all 7 atoms, in Å:
C1 0.179699 0.102150 -0.212501  -0.873
O1 2.103328 0.200804 3.505085  -0.334
S1 1.884874 1.337036 2.546564  0.404
Br1 3.496862 1.278328 0.911342  -0.087
H1 -0.180518 -0.185149 0.711283  0.313
H2 1.142784 -0.334938 -0.584195  0.272
H3 0.158876 1.169726 -0.397527  0.305

Atoms 1-6, force components in eV/Å:
C 2.60 0.92 -1.63
O -0.30 1.67 -1.43
S 0.95 -1.71 0.66
Br -0.60 0.04 0.73
H -0.92 -0.95 1.59
H -1.29 0.02 0.34

Properties
LUMO level (alpha / beta): -1.9 / -1.0 eV
Relative energy (zero: lowest compared OMol25 entry of this formula, charge and spin): 57.9 kcal per mole
HOMO energy (alpha / beta): -9.4 / -9.7 eV



Record 5
Below is C24H32Br42O3PS as an isolated structure, with properties calculated with ωB97M-V/def2-TZVPD.

Last column: Mulliken charge in e.
Positions of all 103 atoms, in Å:
C1 -2.521268 -2.072771 0.972510  -0.054
C2 -3.666804 -1.761212 -0.137146  0.726
O1 -4.578811 -2.608416 -0.343964  -0.541
O2 -3.801443 -0.495943 -0.926988  -0.321
C3 -4.416256 0.547287 -0.103653  0.611
C4 -5.970512 0.224760 0.182390  0.258
C5 -6.214143 -0.515014 1.572369  -0.292
C6 -6.020988 0.447687 2.837745  -0.651
C7 -4.570865 0.352571 3.498396  0.635
C8 -4.462179 -0.592431 4.782002  -0.250
C9 -5.593808 -0.289793 5.879024  -0.642
C10 -6.454537 -1.648498 6.032732  0.020
O3 -7.271550 -1.858813 6.957755  -0.559
P1 -2.840268 -0.036132 5.600022  0.036
S1 -1.392172 0.060712 4.260953  -0.510
H1 -1.475240 -2.081619 0.536176  0.495
H2 -2.754636 -3.111260 1.387508  -0.298
H3 -2.493781 -1.338011 1.843136  -0.318
H4 -3.828913 0.770481 0.853585  0.239
H5 -4.373750 1.527291 -0.716598  -0.542
H6 -6.538247 1.206278 0.063696  0.616
H7 -6.311115 -0.447830 -0.684345  -0.892
H8 -5.583775 -1.444317 1.732218  0.117
H9 -7.314933 -0.853971 1.586262  0.276
H10 -6.893808 0.293130 3.545711  0.413
H11 -6.128397 1.525174 2.440734  0.197
H12 -3.889869 -0.118344 2.698731  -1.073
H13 -4.112984 1.398517 3.684592  0.416
H14 -6.256379 0.600418 5.594073  0.223
H15 -5.105029 -0.059111 6.892856  0.463
H16 -6.280744 -2.455629 5.238137  0.313
H17 -2.506149 -0.816224 6.750915  0.066
H18 -3.050486 1.326967 6.057906  -0.011
C11 -9.410622 -0.712244 -2.832278  -0.381
Br1 -9.635349 0.946467 -3.812193  -0.030
Br2 -7.543572 -1.203249 -2.666541  0.044
Br3 -10.294561 -0.655493 -1.107686  -0.027
H19 -9.895608 -1.493236 -3.413295  0.342
C12 -1.024671 -1.930780 -3.047474  -0.494
Br4 -0.135029 -3.632816 -2.723678  -0.113
Br5 -2.095744 -1.355223 -1.520663  0.188
Br6 0.228176 -0.551841 -3.586269  -0.074
H20 -1.708833 -2.085842 -3.879379  0.403
C13 -2.984245 -6.271743 -0.180177  -0.173
Br7 -4.623237 -7.257801 0.134895  -0.031
Br8 -2.249906 -5.551980 1.462159  0.006
Br9 -1.678776 -7.330077 -1.148056  0.026
H21 -3.239362 -5.423921 -0.813806  0.202
C14 1.425655 -10.230401 -1.595179  -0.305
Br10 2.741067 -11.635775 -1.829327  -0.068
Br11 2.115790 -8.764917 -0.530405  0.064
Br12 0.720519 -9.612367 -3.291573  -0.031
H22 0.594094 -10.661610 -1.042080  0.348
C15 2.496131 0.416216 2.435608  -0.342
Br13 2.713794 -0.866932 3.872790  -0.042
Br14 0.997788 -0.028898 1.290536  0.057
Br15 2.379103 2.231953 3.104583  0.076
H23 3.392176 0.361084 1.821700  0.246
C16 4.632379 0.568382 -3.364959  -0.160
Br16 3.514379 1.884934 -4.245158  0.050
Br17 4.241668 0.445551 -1.470283  0.041
Br18 4.531145 -1.159903 -4.236898  0.006
H24 5.660776 0.912300 -3.457245  0.114
C17 5.357591 -6.697269 0.634195  -0.153
Br19 5.178230 -5.038331 -0.352488  0.042
Br20 7.216471 -7.186554 0.890759  -0.040
Br21 4.388659 -6.644577 2.312651  0.002
H25 4.903449 -7.478799 0.028452  0.116
C18 4.616937 3.779888 -7.625681  -0.136
Br22 5.950041 2.391745 -7.856953  0.004
Br23 5.297165 5.261897 -6.578133  -0.069
Br24 3.886491 4.369235 -9.322649  -0.049
H26 3.796493 3.341403 -7.060931  0.252
C19 3.467104 0.611326 -10.181559  0.159
Br25 4.566606 -0.198865 -11.557741  -0.024
Br26 1.719393 1.110214 -10.856137  -0.014
Br27 3.337693 -0.513496 -8.608371  0.043
H27 3.964619 1.529691 -9.876651  -0.205
C20 7.944872 2.879040 -2.209572  -0.145
Br28 9.272939 1.487997 -2.454725  0.002
Br29 8.629513 4.352274 -1.151526  -0.099
Br30 7.215739 3.484650 -3.901731  0.067
H28 7.122935 2.438935 -1.647745  0.132
C21 -3.769694 4.702874 -1.781713  -0.372
Br31 -3.401570 4.450808 0.104730  0.003
Br32 -3.155182 3.200094 -2.840963  0.006
Br33 -5.641217 5.094139 -2.105830  -0.029
H29 -3.202112 5.572848 -2.103785  0.352
C22 5.614733 5.390528 2.970286  -0.307
Br34 6.550958 4.522406 1.510212  0.104
Br35 3.825682 5.932012 2.457445  0.030
Br36 5.605925 4.298015 4.571685  0.059
H30 6.166057 6.298240 3.206652  0.179
C23 7.231761 0.441444 6.292688  -0.315
Br37 7.460826 -0.827903 7.740675  -0.051
Br38 5.724919 -0.013919 5.162145  0.077
Br39 7.111275 2.264460 6.941298  -0.052
H31 8.124407 0.382609 5.673988  0.339
C24 5.386999 10.117872 2.281001  -0.303
Br40 6.321690 9.238831 0.827511  -0.015
Br41 3.597546 10.656668 1.766330  -0.006
Br42 5.377351 9.033412 3.887346  -0.026
H32 5.939141 11.025735 2.512625  0.340

Atoms 1-6, force components in eV/Å:
C -0.21 0.20 1.21
C -4.52 -3.82 1.05
O 3.38 3.05 0.82
O -3.78 0.99 4.73
C -1.25 1.88 0.43
C 1.02 -0.72 -0.40

Properties
Net charge: -1
LUMO level: 0.6 eV
HOMO energy: -3.6 eV



Record 6
Below is a 2-piece molecular cluster, C12H16NO2 overall, with properties calculated with ωB97M-V/def2-TZVPD.

Last column: Mulliken charge in e.
Positions of all 31 atoms, in Å:
C1 2.757951 -3.372685 -0.430771  -0.216
C2 3.158614 -2.369702 0.396516  -0.654
C3 1.436249 -3.423261 -0.951377  -0.629
C4 2.282981 -1.397566 0.809132  -0.312
C5 0.464965 -2.653243 -0.328064  -0.040
C6 0.923091 -1.612253 0.472082  0.249
C7 0.175485 2.881296 0.720087  -0.857
C8 0.703074 1.504114 0.106454  -0.523
C9 -1.375964 2.657298 0.684200  -0.523
C10 -0.126777 -0.750821 0.946540  0.108
C11 -0.258492 0.570415 0.504373  -0.215
C12 -1.446770 1.204983 0.873163  0.753
N1 -2.695167 1.828561 -2.796211  -0.692
O1 -1.018345 -1.279597 1.868288  -0.443
O2 -2.562297 0.596010 1.089403  -0.436
H1 3.564406 -4.148896 -0.649677  0.310
H2 4.240408 -2.519269 0.717980  0.289
H3 1.073976 -4.128295 -1.774378  0.323
H4 2.429377 -0.597905 1.503963  0.505
H5 -0.643498 -2.738040 -0.582606  0.337
H6 0.511191 2.833956 1.771154  0.315
H7 0.584129 3.736117 0.148395  0.355
H8 0.675657 1.636603 -0.973691  0.239
H9 1.617313 1.285651 0.517974  0.427
H10 -1.854008 3.169280 1.571599  0.419
H11 -2.084742 2.995458 -0.166175  0.343
H12 -2.239400 2.309176 -3.553350  0.237
H13 -3.723022 2.000443 -3.005518  0.253
H14 -2.484149 0.861680 -2.879628  0.225
H15 -0.794947 -2.216812 1.971580  0.476
H16 -3.291290 1.137306 1.418562  0.374

Atoms 1-6, force components in eV/Å:
C -0.15 -1.88 -1.89
C 2.56 -0.30 1.11
C -0.19 -1.69 -0.36
C -2.17 -0.42 -0.09
C -0.55 0.18 -1.18
C 0.82 -0.20 0.50

Properties
Net charge: +1
LUMO level: -4.5 eV
Relative energy (zero: lowest compared OMol25 entry of this formula, charge and spin): 10.4 kcal per mole
HOMO energy: -12.6 eV



Number 1: strongest force on any atom 5.503 eV/Å. Number 2: strongest force on any atom 0.771 eV/Å. Number 3: strongest force on any atom 0.506 eV/Å. Number 4: strongest force on any atom 3.209 eV/Å. Number 5: strongest force on any atom 9.675 eV/Å. Number 6: strongest force on any atom 6.148 eV/Å.